1.
A single C14H23N3O3 molecule, computed with ωB97M-V/def2-TZVPD.

Output
* HOMO energy: -8.323 eV
* energy relative to the best compared isomer or geometry (same formula, charge and spin): 1.0 kcal per mole
* E_tot: -25505.97913 eV
* structure (SMILES): CCCCCCOC(=O)CCc1c(C)nc(N)[nH]c1=O

Cartesian coordinates (Å):
1 C -6.525 -2.382 1.312
2 C -5.662 -2.473 0.060
3 C -5.396 -1.114 -0.590
4 C -4.522 -0.197 0.263
5 C -4.188 1.100 -0.470
6 C -3.282 2.008 0.358
7 O -2.029 1.388 0.648
8 C -1.093 1.426 -0.305
9 O -1.238 1.963 -1.372
10 C 0.152 0.693 0.139
11 C 1.406 1.269 -0.528
12 C 2.601 0.401 -0.265
13 C 3.034 -0.583 -1.110
14 C 2.368 -0.883 -2.416
15 N 4.115 -1.363 -0.843
16 C 4.758 -1.171 0.267
17 N 5.801 -1.984 0.580
18 N 4.397 -0.221 1.166
19 C 3.292 0.625 0.980
20 O 3.022 1.441 1.840
21 H -6.755 -3.377 1.685
22 H -6.014 -1.836 2.101
23 H -7.462 -1.874 1.092
24 H -4.709 -2.944 0.310
25 H -6.165 -3.113 -0.669
26 H -6.349 -0.619 -0.792
27 H -4.900 -1.277 -1.550
28 H -5.036 0.046 1.194
29 H -3.594 -0.713 0.518
30 H -5.104 1.648 -0.697
31 H -3.687 0.876 -1.414
32 H -3.096 2.943 -0.182
33 H -3.725 2.221 1.333
34 H 0.028 -0.357 -0.142
35 H 0.232 0.745 1.225
36 H 1.598 2.257 -0.106
37 H 1.223 1.375 -1.597
38 H 2.455 -0.032 -3.089
39 H 1.310 -1.092 -2.274
40 H 2.850 -1.744 -2.868
41 H 6.473 -1.685 1.265
42 H 6.132 -2.571 -0.167
43 H 4.903 -0.105 2.036

2.
A single C14H23NO molecule, computed with ωB97M-V/def2-TZVPD.

Output
* HOMO energy: -8.103 eV
* energy relative to the best compared isomer or geometry (same formula, charge and spin): 2.3 kcal per mole
* E_tot: -18428.46618 eV
* structure (SMILES): CCCN(CCO)CCCc1ccccc1

Cartesian coordinates (Å):
1 C 1.484 2.629 -3.786
2 C 1.082 1.708 -2.642
3 C 1.470 0.252 -2.922
4 N 1.139 -0.601 -1.802
5 C 2.216 -1.329 -1.177
6 C 2.689 -0.656 0.123
7 O 3.148 0.659 -0.066
8 C -0.129 -1.288 -1.871
9 C -0.826 -1.334 -0.508
10 C -1.137 0.076 0.005
11 C -1.672 0.027 1.406
12 C -3.008 -0.277 1.642
13 C -3.497 -0.363 2.933
14 C -2.655 -0.147 4.010
15 C -1.323 0.158 3.787
16 C -0.837 0.243 2.494
17 H 1.195 3.655 -3.569
18 H 0.999 2.325 -4.712
19 H 2.561 2.602 -3.941
20 H 0.004 1.764 -2.486
21 H 1.570 2.021 -1.718
22 H 0.968 -0.090 -3.839
23 H 2.548 0.209 -3.111
24 H 3.079 -1.413 -1.856
25 H 1.892 -2.346 -0.931
26 H 3.477 -1.278 0.578
27 H 1.858 -0.576 0.825
28 H 3.791 0.661 -0.783
29 H -0.012 -2.320 -2.249
30 H -0.770 -0.746 -2.569
31 H -0.186 -1.846 0.214
32 H -1.749 -1.910 -0.599
33 H -0.219 0.662 -0.030
34 H -1.870 0.541 -0.658
35 H -3.671 -0.443 0.804
36 H -4.539 -0.597 3.099
37 H -3.036 -0.213 5.019
38 H -0.661 0.332 4.623
39 H 0.202 0.490 2.327